6
Properties=species:S:1:pos:R:3:forces:R:3 method="wB97M-V/def2-TZVPD" homo_lumo_gap_ev="7.4 / 7.4" charge=0 multiplicity=1 homo_energy_ev="-8.39 / -8.36" smiles="O=C=S.N=S" e_above_lowest_kcal_mol=17.28
C 2.912411 0.409595 -0.012502 -1.02 0.98 -0.49
N -0.040889 -0.479919 0.087254 -0.49 -2.41 2.35
O 1.914688 0.975377 -0.148144 0.63 0.38 0.17
S 4.268199 -0.299509 0.079234 1.08 -0.74 0.26
S 0.595273 -1.882389 -0.090915 -0.42 1.01 -0.51
H -0.165005 0.303091 -0.486254 0.23 0.79 -1.78

=====

7
Properties=species:S:1:pos:R:3:forces:R:3 method="wB97M-V/def2-TZVPD" homo_lumo_gap_ev="6.8 / 5.3" charge=0 s_squared=2.03 multiplicity=3 homo_energy_ev="-7.31 / -8.29" e_above_lowest_kcal_mol=21.38
C -0.247593 0.418445 0.677795 1.65 -2.24 -0.63
N 0.630329 0.444752 1.526873 -1.18 -0.29 1.57
P -1.875757 0.763779 0.102099 -0.47 0.32 -1.34
P 0.132505 -0.915402 -1.049152 2.52 -1.25 2.09
S -1.590939 -0.155774 -1.835986 -2.09 2.06 0.37
S 1.890178 -0.280983 -1.576845 -0.30 0.16 -0.59
H 1.061274 -0.274818 2.155219 -0.13 1.24 -1.47

=====

5
Properties=species:S:1:pos:R:3:forces:R:3 method="wB97M-V/def2-TZVPD" homo_lumo_gap_ev="11.6 / 6.6" charge=+2 s_squared=0.77 multiplicity=2 homo_energy_ev="-22.56 / -20.74" e_above_lowest_kcal_mol=16.04
O -0.462695 0.220492 0.813092 -0.46 -1.01 0.49
C 0.201207 0.916011 -1.145095 0.97 -3.84 -1.16
O 0.436952 -0.218521 -1.406631 -0.59 3.84 0.21
Yb 0.009225 -1.806298 0.297598 -0.07 -0.04 -0.13
H -0.184688 0.888316 1.441037 0.14 1.06 0.59

=====

8
Properties=species:S:1:pos:R:3:forces:R:3 method="wB97M-V/def2-TZVPD" homo_lumo_gap_ev=5.4 charge=-2 multiplicity=1 homo_energy_ev=0.29 e_above_lowest_kcal_mol=70.46
C 2.218262 0.408664 -0.334418 2.53 -1.79 1.26
O -0.504152 0.002783 -0.749967 1.95 -1.32 2.46
O 0.881445 -1.816635 0.414880 -0.42 0.00 0.07
O 1.236300 -1.213422 -2.157995 0.18 -0.34 0.42
P 0.988090 -0.869738 -0.725415 -0.29 0.15 -2.15
S 4.323939 -0.564774 0.738995 -2.24 1.15 -1.14
S 2.196310 1.917760 -0.761294 0.05 1.19 -0.11
H -0.438927 -0.220131 0.230456 -1.76 0.96 -0.83

=====

8
Properties=species:S:1:pos:R:3:forces:R:3 method="wB97M-V/def2-TZVPD" homo_lumo_gap_ev="5.2 / 4.1" charge=-1 s_squared=2.01 multiplicity=3 homo_energy_ev="-1.82 / -4.99" e_above_lowest_kcal_mol=0.00
C -1.653452 -0.379214 0.933684 4.34 2.72 2.28
O 2.750241 0.489564 -0.041127 2.12 0.36 0.06
O -2.790895 -0.419147 1.394388 -2.46 -0.80 -0.10
O 1.054822 1.557302 -1.405649 -0.58 2.65 -2.87
O 1.345378 -0.935859 -1.396001 0.01 -1.42 -2.19
O -0.614605 0.133763 1.405258 -2.00 -1.57 -1.42
S 1.530840 0.367145 -0.803465 -1.49 -1.61 4.76
H -1.622329 -0.813553 -0.087087 0.06 -0.33 -0.52

=====

6
Properties=species:S:1:pos:R:3:forces:R:3 method="wB97M-V/def2-TZVPD" homo_lumo_gap_ev="6.9 / 6.6" charge=0 multiplicity=1 homo_energy_ev="-8.41 / -7.99" smiles="C#P=P1=PO1" e_above_lowest_kcal_mol=85.34
C 2.076949 -0.283068 -0.016118 -1.71 0.21 -0.68
O -1.618998 0.300101 -0.838429 -0.15 0.19 0.05
P 0.791351 -1.110006 0.428227 1.52 0.16 0.01
P -2.808578 -0.112993 0.281920 -0.14 -0.39 -0.10
P -0.965621 0.656699 0.726746 0.32 0.53 -0.08
H 2.524898 0.549265 -0.582345 0.16 -0.70 0.80

=====

7
Properties=species:S:1:pos:R:3:forces:R:3 method="wB97M-V/def2-TZVPD" homo_lumo_gap_ev="6.3 / 5.6" charge=0 s_squared=2.01 multiplicity=3 homo_energy_ev="-7.38 / -9.62" e_above_lowest_kcal_mol=0.40
C 0.095007 -0.515192 -0.129414 -2.78 -1.13 -0.36
N -0.326978 0.832230 0.072182 -1.70 -1.26 1.15
O -0.209484 1.226606 1.221703 0.78 0.87 0.94
O -0.818506 1.437530 -0.827175 -0.33 1.82 -1.30
I -0.730272 -1.808733 1.377304 0.22 0.27 -0.58
I -0.251145 -1.017391 -2.106677 0.26 -0.86 -0.56
I 2.241377 -0.155049 0.392078 3.56 0.29 0.71

=====

5
Properties=species:S:1:pos:R:3:forces:R:3 method="wB97M-V/def2-TZVPD" homo_lumo_gap_ev=9.9 charge=0 multiplicity=1 homo_energy_ev=-10.82 smiles="O=C=NN=O" e_above_lowest_kcal_mol=117.66
C -0.857230 0.043944 -0.033182 -2.46 0.73 0.59
N 0.118988 0.795745 0.012465 0.16 1.97 -0.27
N 1.371186 0.326033 0.001745 -0.09 -2.03 0.07
O -1.961407 -0.279822 0.014970 0.70 -0.72 -0.32
O 1.328463 -0.885902 0.004004 1.70 0.04 -0.07

=====

6
Properties=species:S:1:pos:R:3:forces:R:3 method="wB97M-V/def2-TZVPD" homo_lumo_gap_ev="6.8 / 6.6" charge=0 multiplicity=1 homo_energy_ev="-8.57 / -8.50" e_above_lowest_kcal_mol=145.50
C -1.296559 -0.107253 -0.140488 0.45 -0.05 -0.13
N -0.365862 0.141764 -0.847229 -0.58 -0.28 0.72
N 0.989801 -0.340009 1.346387 1.55 1.02 -2.48
O 0.824442 0.389887 -1.059179 0.89 0.64 -1.55
O 1.710333 0.015988 0.544946 -1.59 -1.20 3.05
S -2.680411 -0.471239 0.510411 -0.72 -0.13 0.39

=====

7
Properties=species:S:1:pos:R:3:forces:R:3 method="wB97M-V/def2-TZVPD" homo_lumo_gap_ev=7.3 charge=0 multiplicity=1 homo_energy_ev=-10.39 smiles="N#CSS[N+](=O)[O-]" e_above_lowest_kcal_mol=42.95
C -1.351830 0.441636 1.184269 -0.09 -0.19 0.92
N -1.457952 -0.511823 1.818944 -0.36 -0.49 0.25
N 0.977780 -0.677700 -0.864936 -0.16 0.88 0.13
O 0.119071 -1.261692 -0.267692 0.88 -0.40 -0.79
O 1.951119 -1.060928 -1.478020 -0.97 0.13 0.61
S -1.136521 1.906495 0.483672 2.16 -0.24 -2.11
S 0.898333 1.164011 -0.876236 -1.46 0.30 0.99

=====

7
Properties=species:S:1:pos:R:3:forces:R:3 method="wB97M-V/def2-TZVPD" homo_lumo_gap_ev="6.9 / 6.9" charge=0 multiplicity=1 homo_energy_ev="-9.87 / -9.87" e_above_lowest_kcal_mol=44.13
C -1.282921 0.714730 0.120472 0.37 -1.19 0.18
N -1.541042 1.806924 -0.093485 -0.27 0.80 -0.08
N 2.013998 -0.370042 0.353667 1.52 -0.30 3.19
O 3.095980 -0.114440 -0.104233 -1.62 -0.12 -0.85
O 1.003149 -0.431357 -0.433414 -2.25 -0.33 -1.72
O -1.557744 -1.757374 -0.530944 -0.12 -0.35 -0.42
S -0.869276 -0.984618 0.446261 2.38 1.49 -0.30

=====

8
Properties=species:S:1:pos:R:3:forces:R:3 method="wB97M-V/def2-TZVPD" homo_lumo_gap_ev=8.3 charge=0 multiplicity=1 homo_energy_ev=-11.00 e_above_lowest_kcal_mol=79.70
C -0.853263 0.558038 0.526781 2.82 -0.37 -1.95
N -0.953144 -0.679224 -0.259237 -3.91 0.92 -0.67
N 1.220721 -1.308624 -0.421341 0.07 -1.84 -0.27
O -1.652585 1.431517 0.565733 -0.40 -1.35 0.22
O 2.010241 0.764756 -0.967992 0.67 2.51 -2.14
O 0.401481 0.711257 1.033003 0.72 -0.26 0.47
O -0.025284 -1.414216 -0.729744 0.87 0.98 2.09
S 1.805223 0.099283 0.251592 -0.83 -0.60 2.25

=====

5
Properties=species:S:1:pos:R:3:forces:R:3 method="wB97M-V/def2-TZVPD" homo_lumo_gap_ev="7.0 / 7.1" charge=0 multiplicity=1 homo_energy_ev="-9.97 / -9.98" e_above_lowest_kcal_mol=108.88
C -1.086630 -0.021711 0.205924 1.63 0.50 2.64
N -0.517632 -0.267186 -1.004317 -2.01 0.29 -0.12
N -0.882668 0.257700 1.341970 -1.20 -0.59 -2.03
O 0.724597 -0.103291 -0.941327 3.13 -0.17 0.91
S 1.762334 0.134490 0.397752 -1.54 -0.03 -1.39

=====

7
Properties=species:S:1:pos:R:3:forces:R:3 method="wB97M-V/def2-TZVPD" homo_lumo_gap_ev=6.1 charge=-1 multiplicity=1 homo_energy_ev=-4.02 e_above_lowest_kcal_mol=37.10
C -1.268180 1.738885 -0.744377 0.60 0.81 -0.22
N -1.392231 2.123491 -1.830963 -0.55 -0.24 -0.70
N 1.257911 -1.561424 0.045816 0.82 1.22 -1.78
N 0.518122 -1.129399 0.876541 0.55 -0.01 -1.01
O 1.822268 -1.174998 -1.002347 -0.63 -0.63 1.31
O -0.081988 -1.462809 1.830120 -0.95 -0.45 1.69
S -0.855902 1.466255 0.825209 0.16 -0.70 0.72

=====

9
Properties=species:S:1:pos:R:3:forces:R:3 method="wB97M-V/def2-TZVPD" homo_lumo_gap_ev=8.3 charge=0 multiplicity=1 homo_energy_ev=-10.21 smiles="N#C/N=[N+](/[O-])OSN=O" e_above_lowest_kcal_mol=32.70
C 1.244143 0.666653 -0.288541 -1.31 0.14 0.47
N 1.884574 -0.249429 -0.517768 1.27 -1.52 -0.56
N -0.060034 -2.434376 0.091781 2.90 -2.55 -1.00
N 0.532042 1.706332 0.048849 -0.40 1.60 -0.15
N -0.763592 1.617007 0.126238 2.36 1.42 0.82
O 0.917390 -3.002996 -0.231893 -1.23 0.63 0.52
O -1.332045 0.454832 0.099247 -1.58 0.51 -0.51
O -1.389178 2.623646 0.343797 -0.74 -0.79 -0.26
S -1.033301 -1.381670 0.328291 -1.27 0.54 0.66

=====

8
Properties=species:S:1:pos:R:3:forces:R:3 method="wB97M-V/def2-TZVPD" homo_lumo_gap_ev="7.9 / 7.9" charge=-1 multiplicity=1 homo_energy_ev="-4.25 / -4.25" e_above_lowest_kcal_mol=68.93
C -0.299797 -0.948609 -0.041408 1.19 0.29 -0.03
N -1.626295 -1.088708 -0.012735 0.02 -0.43 0.04
N -2.182924 0.133221 0.033936 -0.15 0.43 -0.03
N -1.287116 1.050014 0.028961 0.37 0.95 -0.01
N 2.359409 -0.861331 0.043225 -0.10 0.84 -0.05
N 2.035130 0.250846 0.007325 -0.30 -2.18 0.05
N 1.114464 1.069258 -0.035604 -0.39 2.12 0.00
N -0.112872 0.395311 -0.023701 -0.64 -2.02 0.04

=====

6
Properties=species:S:1:pos:R:3:forces:R:3 method="wB97M-V/def2-TZVPD" homo_lumo_gap_ev=7.2 charge=-2 multiplicity=1 homo_energy_ev=0.51 smiles="N#CP(=O)([O-])[O-]" e_above_lowest_kcal_mol=50.33
C 1.133128 0.235649 -0.053023 -1.69 -0.74 0.43
N 2.266742 0.322250 0.101087 1.17 0.24 -0.11
O -1.213226 0.979511 1.102939 0.84 -1.47 -1.02
O -1.186217 0.451318 -1.458935 0.87 -0.86 2.08
O -1.184702 -1.872958 0.294171 1.72 5.96 -0.80
P -0.794731 0.012198 -0.018646 -2.91 -3.13 -0.58

=====

5
Properties=species:S:1:pos:R:3:forces:R:3 method="wB97M-V/def2-TZVPD" homo_lumo_gap_ev=10.2 charge=0 multiplicity=1 homo_energy_ev=-11.64 e_above_lowest_kcal_mol=12.25
C -1.141646 0.067825 -0.661059 -4.46 -1.17 2.82
O -1.872474 -0.117675 0.222228 2.47 0.78 -3.29
O 1.131417 -1.221846 0.399746 0.10 1.86 -1.10
O 0.719463 1.220946 0.365177 0.62 0.39 0.38
S 1.163242 0.050749 -0.326093 1.26 -1.86 1.18

=====

7
Properties=species:S:1:pos:R:3:forces:R:3 method="wB97M-V/def2-TZVPD" homo_lumo_gap_ev="6.7 / 6.4" charge=0 s_squared=2.01 multiplicity=3 homo_energy_ev="-7.51 / -10.81" e_above_lowest_kcal_mol=8.78
C 1.129268 1.074170 -2.284865 0.80 -0.80 0.77
O -0.626891 -0.927676 3.111740 2.01 0.35 1.73
O -1.449778 -1.988570 1.066174 0.50 -1.62 -2.05
O 0.472472 1.926781 -2.677429 -0.35 0.33 -0.35
S 2.029285 -0.057250 -1.653057 -0.37 0.42 -0.50
S -0.604580 0.796832 0.712253 1.12 0.95 -0.86
S -0.949774 -0.824287 1.725183 -3.71 0.37 1.26

=====

5
Properties=species:S:1:pos:R:3:forces:R:3 method="wB97M-V/def2-TZVPD" homo_lumo_gap_ev=8.6 charge=+2 multiplicity=1 homo_energy_ev=-22.63 e_above_lowest_kcal_mol=15.56
O 0.513271 -0.066962 0.468586 -1.00 -0.91 1.59
Sn 2.370445 0.335799 -0.093993 3.33 0.65 -0.85
C -0.790939 0.075612 0.153775 -5.68 2.00 -4.05
O -1.662693 0.752052 -0.233577 1.42 0.45 2.54
O -0.430083 -1.096499 -0.294790 1.94 -2.19 0.78